[1]
{
  "formula": "C21H31NO8PPd",
  "method": "wB97M-V/def2-TZVPD",
  "symbols": ["Pd", "O", "C", "C", "C", "C", "C", "C", "C", "O", "N", "O", "O", "H", "H", "H", "H", "C", "C", "C", "C", "O", "P", "O", "O", "O", "C", "C", "C", "C", "H", "H", "H", "H", "H", "H", "H", "H", "H", "H", "H", "H", "H", "H", "H", "H", "H", "H", "C", "C", "C", "C", "C", "C", "H", "H", "H", "H", "H", "H", "H", "H", "H"],
  "coordinates": [[-0.008807, -0.546853, -0.186675], [2.091612, -1.509967, -0.295329], [2.926108, -1.525195, 0.581235], [2.644054, -1.410576, 2.037166], [3.713146, -1.406591, 2.873761], [3.509733, -1.369247, 4.268579], [2.257644, -1.378581, 4.868049], [1.152840, -1.409271, 4.056494], [1.289571, -1.391444, 2.605242], [0.261596, -1.384631, 1.912979], [4.716533, -1.331690, 5.137783], [5.786903, -1.293367, 4.573157], [4.531885, -1.394058, 6.328834], [3.986059, -1.658130, 0.314125], [4.726155, -1.441297, 2.492370], [2.184718, -1.371249, 5.945829], [0.146583, -1.423499, 4.453725], [-2.372933, -4.121884, -2.569726], [-1.425898, -3.752679, -1.446236], [-0.036208, -4.301163, -1.687856], [-1.961155, -4.159804, -0.084950], [-1.231218, -2.285436, -1.452619], [-2.381047, -1.184991, -1.157100], [-3.751149, -1.507581, -1.529020], [-2.050645, -0.752717, 0.294104], [-1.610472, -0.042463, -2.028696], [-2.268008, 1.214866, -2.451328], [-3.307510, 0.875700, -3.505173], [-2.890237, 1.898128, -1.247020], [-1.145439, 2.035026, -3.053923], [-2.450338, -5.209911, -2.607071], [-1.981710, -3.770525, -3.525721], [-3.366446, -3.701715, -2.420806], [-0.062973, -5.391426, -1.668006], [0.654259, -3.958957, -0.913974], [0.339616, -3.978506, -2.659278], [-2.081486, -5.243115, -0.048437], [-2.934039, -3.705148, 0.109873], [-1.271406, -3.858279, 0.706314], [-4.099418, 0.246251, -3.103975], [-2.838401, 0.358803, -4.343128], [-3.745146, 1.805587, -3.872592], [-3.705950, 1.308286, -0.826306], [-3.294590, 2.863155, -1.555841], [-2.149725, 2.062336, -0.461359], [-0.712907, 1.516483, -3.910028], [-0.354962, 2.221328, -2.324808], [-1.541856, 2.993188, -3.394523], [-0.337181, 4.622600, 0.507734], [1.079049, 3.985263, 0.472492], [1.820176, 4.478891, -0.796708], [1.868592, 4.315386, 1.742233], [0.882872, 2.565465, 0.318888], [0.616912, 1.350201, 0.089474], [-0.201601, 5.698890, 0.622064], [-0.922106, 4.252931, 1.349647], [-0.882898, 4.427805, -0.414487], [1.905233, 5.563544, -0.720009], [1.269893, 4.233130, -1.704001], [2.821571, 4.054262, -0.860912], [1.976064, 5.397197, 1.825584], [2.864765, 3.873956, 1.708821], [1.351743, 3.953276, 2.631067]],
  "forces_ev_per_angstrom": [[-0.1651, -0.0476, 0.1747], [0.0947, 0.1662, -0.3536], [-0.2158, -0.0448, 0.4549], [-0.2016, 0.0253, -0.3723], [0.1985, 0.0080, 0.3795], [0.3238, 0.1304, -0.0322], [-0.0510, -0.0131, -0.0719], [0.1036, -0.0159, -0.1711], [0.1936, -0.1765, 0.0564], [-0.0625, 0.2460, -0.1130], [-0.1262, -0.4225, -0.1549], [0.0364, 0.1483, -0.0163], [-0.0343, 0.1495, 0.0772], [0.0068, -0.0240, 0.0775], [0.0102, 0.0063, 0.0656], [-0.0048, 0.0033, 0.0115], [0.0013, 0.0017, -0.0441], [-0.0229, -0.0915, -0.1096], [-0.0414, 0.1405, 0.1920], [0.0780, -0.0645, -0.0313], [-0.0409, -0.0080, 0.0483], [0.0273, 0.0171, -0.0390], [0.1131, 0.1045, 0.0542], [-0.0946, -0.0307, 0.0137], [-0.0680, 0.1447, -0.1767], [-0.0867, -0.1056, -0.0734], [0.0515, -0.1234, 0.0582], [-0.0313, 0.0154, -0.0836], [-0.0226, 0.0491, 0.0763], [0.0378, 0.0854, -0.0538], [-0.0250, 0.0173, -0.0459], [-0.0042, -0.0150, 0.0160], [0.0657, -0.0153, 0.0454], [0.0114, 0.0269, -0.0115], [-0.0193, -0.0108, 0.0097], [-0.0020, -0.0078, 0.0181], [0.0136, 0.0089, 0.0074], [0.0145, -0.0075, -0.0300], [-0.0091, -0.0050, -0.0074], [0.0348, 0.0360, 0.0246], [-0.0112, 0.0114, 0.0034], [-0.0065, -0.0255, -0.0228], [0.0173, -0.0018, -0.0366], [-0.0082, 0.0003, 0.0110], [0.0092, 0.0034, -0.0216], [-0.0066, 0.0070, 0.0171], [-0.0444, -0.0029, 0.0198], [0.0337, -0.0163, -0.0077], [0.0919, 0.0609, 0.0312], [-0.1578, 0.0058, 0.0177], [0.0296, 0.0329, 0.0286], [0.0026, 0.0443, -0.0282], [-0.1514, -0.9319, -0.2964], [0.1191, 0.5318, 0.4093], [-0.0444, -0.0062, -0.0092], [0.0353, 0.0066, 0.0011], [0.0271, -0.0110, -0.0026], [0.0135, -0.0108, -0.0133], [-0.0189, -0.0006, 0.0254], [-0.0147, 0.0077, 0.0130], [0.0074, -0.0147, 0.0041], [-0.0103, 0.0014, 0.0041], [-0.0001, 0.0071, -0.0173]],
  "total_charge": 1,
  "spin_multiplicity": 5,
  "de_lowest_ev": 0.0000,
  "lumo_energy_ha": [-0.151, -0.253],
  "e_homo_ev": [-12.465, -12.697],
  "mol_weight_g_mol": 562.87,
  "gap_ev": [8.4, 5.8],
  "fmax_ev_per_a": 1.0,
  "e_tot_ev": -52906.769
}

***

[2]
{
  "formula": "C21H31NOP2Pm",
  "method": "wB97M-V/def2-TZVPD",
  "symbols": ["C", "C", "C", "C", "C", "C", "C", "C", "C", "C", "C", "C", "C", "H", "H", "H", "H", "H", "H", "H", "N", "Pm", "C", "H", "H", "C", "H", "H", "P", "P", "C", "H", "H", "H", "C", "H", "H", "H", "C", "H", "H", "H", "C", "H", "H", "H", "H", "H", "C", "C", "O", "H", "H", "H", "H", "H", "H"],
  "coordinates": [[-1.306393, -3.228906, -2.497672], [-0.793908, -2.006856, -2.066664], [-1.615441, -1.186974, -1.254366], [-2.948916, -1.545196, -0.962666], [-3.418062, -2.794196, -1.401630], [-2.603956, -3.630970, -2.158143], [-3.813814, -0.650222, -0.196497], [-3.276873, 0.675992, 0.078754], [-1.955823, 0.998710, -0.305230], [-1.445292, 2.331039, -0.144964], [-2.233785, 3.249933, 0.551312], [-3.503337, 2.896525, 1.020419], [-4.031404, 1.637082, 0.762641], [-0.679764, -3.871768, -3.118298], [-4.438038, -3.088362, -1.144085], [-2.972985, -4.601503, -2.495509], [-4.829207, -0.602318, -0.618393], [-1.862664, 4.270692, 0.682589], [-4.091178, 3.637143, 1.564080], [-5.044636, 1.382309, 1.074549], [-1.082647, -0.038832, -0.671353], [0.488772, 0.329972, 0.836279], [0.612419, -1.581967, -2.441838], [0.597626, -0.612928, -2.969143], [1.081053, -2.331718, -3.098383], [-0.113121, 2.764167, -0.776299], [0.162817, 2.115543, -1.629021], [-0.171665, 3.798427, -1.146415], [1.770696, -1.373832, -1.009477], [1.393716, 2.882656, 0.373406], [1.023822, 4.346132, 1.390425], [1.696066, 4.310040, 2.260224], [1.206233, 5.280167, 0.839948], [-0.007293, 4.337161, 1.764862], [2.687710, 3.510372, -0.746208], [2.536279, 4.574790, -0.976108], [3.654032, 3.387709, -0.235571], [2.715920, 2.932284, -1.679525], [1.962073, -3.119897, -0.479373], [2.517712, -3.700305, -1.230542], [2.510228, -3.145887, 0.473920], [0.981971, -3.588552, -0.325658], [3.352094, -1.116501, -1.884730], [4.182004, -1.208876, -1.172478], [3.480312, -1.855626, -2.687966], [3.372509, -0.107162, -2.314729], [-4.243204, -1.305905, 1.040962], [-4.531148, -1.721961, 1.677287], [1.968234, -1.637761, 4.037777], [3.028528, -1.333530, 3.013520], [2.475567, -0.405903, 2.019385], [1.551602, -0.726507, 4.478088], [2.413340, -2.220677, 4.848271], [1.148213, -2.232051, 3.622068], [3.896759, -0.838161, 3.454340], [3.348150, -2.227805, 2.471329], [3.198097, -0.009234, 1.502503]],
  "forces_ev_per_angstrom": [[0.0280, -0.1574, -0.0993], [-0.3067, 0.1264, 0.5334], [0.0817, -0.7352, -0.2011], [-0.3054, 0.0972, 0.1286], [0.1491, -0.1802, -0.3100], [-0.0190, 0.1132, 0.0788], [1.2573, 2.3585, -2.8667], [-0.8772, -1.7147, -0.3636], [1.2497, 0.2224, 0.9757], [0.2208, -0.8890, 0.0153], [0.2782, 0.5019, -0.0049], [-0.2959, -0.2322, -0.0505], [-0.1234, 0.9964, 0.1867], [-0.1848, 0.1069, 0.1421], [0.3065, 0.0627, -0.1095], [0.1060, 0.3180, 0.0994], [0.1193, -0.3125, 0.8401], [-0.2508, -0.3254, -0.0631], [0.1347, -0.2237, -0.1535], [0.2741, 0.0799, -0.0054], [1.0882, 0.4287, -0.6653], [-2.1553, 0.0601, 0.5404], [-0.0888, 0.1898, 0.0495], [0.0094, -0.2462, 0.0972], [-0.2216, 0.2223, 0.0864], [0.1691, 0.2653, 0.0896], [-0.1809, 0.2070, 0.3588], [-0.3220, -0.2106, -0.0730], [-0.2390, -1.2014, -1.4116], [-0.4268, 0.8423, -0.7837], [0.1991, 0.1750, 0.5520], [-0.1978, 0.2085, -0.1903], [-0.0906, -0.3015, 0.0904], [0.2893, -0.1340, -0.1188], [0.4013, -0.0951, -0.0319], [-0.0123, -0.3409, 0.0292], [-0.1898, 0.1573, -0.2587], [-0.0211, 0.1206, 0.2541], [0.0972, -0.0679, 0.4351], [-0.1726, 0.2104, 0.1904], [-0.0892, -0.1598, -0.2807], [0.1461, 0.1635, -0.0487], [0.2245, 0.3668, 0.1191], [-0.0800, 0.0230, -0.2188], [-0.0772, 0.1790, 0.2597], [0.0776, -0.2304, 0.0357], [-0.2866, -0.6511, 1.1447], [-0.1184, -0.3078, 0.6680], [-0.1333, -0.0787, 0.1174], [0.0848, 0.1911, -0.2545], [0.3884, 0.0634, 0.0799], [0.1431, -0.0586, -0.0660], [-0.0655, 0.0364, -0.0887], [0.1097, 0.0617, -0.0210], [-0.0967, -0.1429, 0.0342], [0.0352, 0.0538, 0.1959], [-0.0400, -0.2121, 0.3113]],
  "total_charge": 1,
  "spin_multiplicity": 5,
  "lumo_energy_ha": [-0.141, -0.144],
  "e_homo_ev": [-7.510, -7.172],
  "mol_weight_g_mol": 520.43,
  "gap_ev": [3.7, 3.3],
  "fmax_ev_per_a": 3.9,
  "e_tot_ev": -60940.600
}